1.
DFT (ωB97M-V with the def2-TZVPD basis set) results for a structure of composition C47H40F4MoN4O4Sb in a non-equilibrium geometry.

E   -3041.69957 hartree
HOMO (spin up / spin down)   -0.5830 / -0.5873 hartree
<S²>   2.280
LUMO energy (spin up / spin down)   -10.5 / -10.2 eV
HOMO-LUMO gap (spin up / spin down)   5.3 / 5.8 eV

```
! RIJCOSX wB97M-V def2-TZVPD def2/J DEFGRID3
* xyz 3 3
H 0.447 2.997 5.090
C 4.226 2.531 -3.653
C -5.062 3.220 -7.195
H -0.743 -4.960 -1.779
F -5.405 2.688 -4.418
H 2.121 1.824 2.022
H 0.791 -2.345 1.195
F -3.131 1.525 -8.267
H -0.005 1.663 -2.081
C 4.113 -0.862 1.753
O -3.805 1.841 0.083
H -5.594 0.610 1.954
H -1.116 2.630 5.914
C 0.980 -1.287 5.064
H 0.349 1.061 -3.762
C 4.589 -1.779 0.673
H 3.790 -2.153 -0.006
N -4.419 3.778 -9.619
C -3.339 1.446 -7.002
H 5.612 -1.334 3.187
C -3.284 0.908 0.577
C 2.501 -2.101 -3.067
N -1.429 -0.757 -1.598
C 4.091 1.350 -1.622
H -4.105 0.166 3.110
C 2.834 1.082 2.328
C 0.651 -2.579 0.132
C -4.325 2.267 -6.430
O -1.819 0.901 0.470
H -5.231 -2.018 0.237
C 4.410 0.271 3.865
H 5.926 2.303 -2.350
H 1.942 -1.935 3.281
C 4.724 -0.742 2.967
N -0.076 -2.089 -5.015
C -0.084 -4.248 -1.337
H -3.128 -2.327 1.268
C 0.614 1.807 -3.001
C -6.136 4.037 -6.671
H 4.921 0.345 4.844
C -0.446 2.366 5.065
C 3.470 1.200 3.514
H 3.066 -1.335 -2.633
F -3.889 1.088 -2.920
C -4.779 -0.132 2.236
H 2.255 -2.890 4.679
C -1.818 -0.492 -4.154
C 0.841 -3.719 -2.253
C 1.227 -1.269 6.419
C 0.295 0.866 6.841
C 4.847 2.126 -2.510
H 1.180 -1.509 9.020
H -5.585 -0.352 -0.387
C -3.940 -0.420 0.961
H 1.635 -2.134 6.801
H 1.978 -1.638 -3.935
C -4.466 2.058 -5.043
H 0.184 1.713 7.571
C -0.878 -1.378 -4.607
C 3.078 0.067 1.428
C -0.031 0.120 3.216
C -4.674 3.587 -8.516
C -0.114 -3.709 -0.078
H 0.754 -3.031 3.820
C 0.922 -0.279 7.331
H -0.733 -4.071 0.734
H 4.681 0.848 -0.803
O -0.230 -0.708 2.278
C -3.713 1.185 -4.271
H 5.285 -1.268 0.025
H -4.157 -1.237 -1.018
H 3.136 -2.826 -3.548
C -1.709 -0.598 -2.712
H 0.204 -0.082 9.347
H -0.937 2.416 4.083
C 1.374 -1.944 -0.868
C 2.830 2.416 -3.829
H 5.083 -2.651 1.145
Sb 1.838 0.090 -0.286
H 4.783 3.192 -4.332
H 2.297 2.975 -4.574
C 1.076 -0.467 8.781
C -2.646 0.419 -4.878
H 1.877 0.069 9.239
H 0.152 2.754 -3.420
H 0.975 -4.236 -3.214
F -1.636 -0.130 -6.937
H -0.342 1.135 2.972
C 2.035 1.801 -2.843
C 1.575 -2.596 -2.085
H -5.373 -1.047 2.616
C 0.321 -0.093 4.571
C 0.087 1.009 5.456
C 1.498 -2.372 4.178
Mo -0.876 -0.616 0.349
H 3.173 1.988 4.155
N -7.022 4.694 -6.383
C 2.734 1.171 -1.845
O -2.816 -1.418 1.345
C -4.793 -1.055 -0.146
C -2.538 0.615 -6.289
*
```

2.
DFT (ωB97M-V with the def2-TZVPD basis set) results for a cluster of 2 separate species, C4H11NS in total.

E   -611.85044 hartree
HOMO (spin up / spin down)   0.0403 / -0.1229 hartree
<S²>   0.753
LUMO energy (spin up / spin down)   3.6 / 3.6 eV
HOMO-LUMO gap (spin up / spin down)   2.5 / 6.9 eV

```
! RIJCOSX wB97M-V def2-TZVPD def2/J DEFGRID3
* xyz -1 2
H -2.042 -2.811 0.655
H -0.939 0.442 2.089
H 0.885 -0.201 -1.264
C 1.658 2.204 -1.025
H 1.910 2.185 0.034
S 1.956 0.599 -1.806
H -0.724 1.150 0.489
H -0.976 -1.516 -1.396
C -0.846 -1.013 0.549
H 0.621 2.519 -1.144
C -1.775 -1.882 1.132
H -2.247 -1.648 2.081
H 2.306 2.938 -1.505
H 0.647 0.363 1.308
H 0.246 -2.264 -0.620
C -0.441 0.292 1.133
N -0.238 -1.358 -0.710
*
```

3.
DFT (ωB97M-V with the def2-TZVPD basis set) results for an isolated molecule of C8H16N2O3 in a non-equilibrium geometry.

E   -649.60202 hartree
HOMO   -0.3406 hartree
Structure (SMILES)   CC(C)[C@H](NC(=O)[C@H](C)N)C(=O)O
LUMO energy   0.7 eV
HOMO-LUMO gap   10.0 eV

```
! RIJCOSX wB97M-V def2-TZVPD def2/J DEFGRID3
* xyz 0 1
H 2.635 -0.088 -1.607
O 1.363 -2.089 -0.543
N 0.257 -0.430 0.476
C -1.153 -0.483 0.510
C -1.645 2.199 0.465
H -3.659 1.232 -1.418
H 3.559 -2.000 0.321
H 3.388 1.462 0.286
C -3.173 0.506 -0.741
H -1.208 -3.311 -0.739
H -1.841 3.084 -0.227
C -1.474 -1.979 0.382
C -1.727 0.748 -0.364
H -0.617 2.379 1.000
O -1.279 -2.306 -0.921
C 3.676 -0.874 0.383
H -2.334 2.249 1.261
C 2.495 -0.131 -0.463
C 1.243 -0.939 -0.231
H -3.212 -0.522 -1.218
H -3.670 0.494 0.287
H 0.481 0.561 0.720
H 3.473 -0.562 1.443
H 4.571 -0.346 -0.036
N 2.454 1.211 0.096
H 2.165 1.925 -0.626
H -1.529 -0.271 1.610
O -2.053 -2.677 1.142
H -1.186 0.957 -1.247
*
```

4.
DFT (ωB97M-V with the def2-TZVPD basis set) results for a structure of composition C5H13O2Sc in a non-equilibrium geometry.

E   -1108.69992 hartree
HOMO   -0.6477 hartree
LUMO energy   -9.9 eV
HOMO-LUMO gap   7.7 eV

```
! RIJCOSX wB97M-V def2-TZVPD def2/J DEFGRID3
* xyz 2 1
C -0.858 1.277 -2.475
O -1.421 -0.576 1.287
H 0.637 -1.635 -0.142
H -1.272 2.189 -2.025
H -2.827 -1.359 2.587
Sc -1.169 -1.049 -0.564
H 1.886 -0.913 1.598
H 0.532 -1.471 1.421
C 1.800 0.235 -0.110
C 1.141 -0.813 0.785
H -1.670 0.671 -2.892
H -1.280 -0.567 3.230
H -0.138 1.531 -3.264
H -1.225 -2.193 2.666
C -1.737 -1.232 2.475
H 2.485 0.851 0.488
C 0.911 1.198 -0.863
H 2.410 -0.308 -0.849
H 0.510 1.982 -0.203
O -0.189 0.497 -1.478
H 1.476 1.684 -1.670
*
```

5.
DFT (ωB97M-V with the def2-TZVPD basis set) results for an isolated molecule of C2H3N5O in a non-equilibrium geometry.

E   -426.80417 hartree
HOMO   -0.3627 hartree
Structure (SMILES)   [H]/N=c1\nnncn1O
LUMO energy   -1.1 eV
HOMO-LUMO gap   8.7 eV

```
! RIJCOSX wB97M-V def2-TZVPD def2/J DEFGRID3
* xyz 0 1
H 1.691 0.927 1.271
N 0.052 -0.433 -1.625
N -0.870 -1.273 -1.546
O 0.851 0.320 1.598
N -1.610 -1.473 -0.303
N 0.403 -0.345 0.498
H -1.592 -1.018 1.695
H 0.829 2.056 -1.329
C 0.410 0.401 -0.536
N 0.851 1.743 -0.474
C -1.017 -0.906 0.751
*
```

6.
DFT (ωB97M-V with the def2-TZVPD basis set) results for an isolated molecule of C25H18O5 in a non-equilibrium geometry.

E   -1339.45105 hartree
HOMO   -0.2702 hartree
Structure (SMILES)   C1=CO[C@]2(C=C1)CC1=C3C=CC4=C5C=CC6(C=C5C=C[C@]45O[C@]35C=C1O2)OCCO6
LUMO energy   -1.0 eV
HOMO-LUMO gap   6.3 eV

```
! RIJCOSX wB97M-V def2-TZVPD def2/J DEFGRID3
* xyz 0 1
C 0.737 0.297 -3.181
H -0.488 -1.429 -2.835
C -0.487 -0.102 -1.041
C 2.288 4.003 -1.703
H -1.955 -1.832 4.113
C 3.212 5.046 -4.876
C -2.450 -5.362 5.045
H 3.202 4.424 -5.800
C -1.841 -5.012 3.854
C -1.260 -1.037 -0.026
C 0.985 1.932 -1.276
C -1.598 -2.507 -0.184
H -2.089 -6.209 5.654
C -1.092 -0.783 1.429
H 5.356 4.633 -4.649
C 1.288 1.534 -2.695
C 2.063 2.319 -3.553
C -0.495 0.431 1.886
O 2.213 4.679 -3.928
H -1.891 -3.011 -1.100
C 0.212 1.136 -0.446
H 4.578 5.542 -3.314
H 0.549 2.260 1.443
C -3.659 -4.667 5.429
H -0.988 -5.572 3.495
H -0.479 -2.743 3.742
O 4.081 3.537 -3.388
C -1.734 -2.985 1.119
C 1.517 3.232 -0.834
C -1.488 -2.510 3.409
C 4.456 4.720 -4.041
H 0.932 -0.024 -4.167
H -0.399 0.651 2.914
O -1.908 -0.117 -0.887
O -3.769 -3.519 3.313
C -0.055 -0.532 -2.390
O -2.175 -4.123 1.710
H -5.244 -3.367 4.749
C -2.347 -3.815 3.120
C -4.313 -3.856 4.511
C 0.100 1.361 1.013
C 2.655 3.609 -3.114
H 2.252 1.928 -4.572
H 1.206 3.635 0.113
H 3.171 6.078 -5.131
C -1.433 -1.967 2.050
H 2.659 4.974 -1.386
H -4.076 -4.881 6.406
*
```

7.
DFT (ωB97M-V with the def2-TZVPD basis set) results for a structure of composition C11H28AuIO2P2 in a non-equilibrium geometry.

E   -1701.77386 hartree
HOMO (spin up / spin down)   -0.5278 / -0.5225 hartree
<S²>   2.012
LUMO energy (spin up / spin down)   -6.6 / -11.7 eV
HOMO-LUMO gap (spin up / spin down)   7.7 / 2.5 eV

```
! RIJCOSX wB97M-V def2-TZVPD def2/J DEFGRID3
* xyz 2 3
H 4.135 -1.408 -0.441
C 3.665 -0.963 2.155
H -4.185 0.148 0.694
H 1.499 -3.120 1.997
H 1.575 1.447 2.933
O -0.862 2.961 1.532
H -3.560 2.157 2.116
H 4.186 -0.022 1.946
H 3.380 -1.250 -2.065
O -2.361 1.639 0.430
H 0.774 -1.101 -4.483
C -0.958 -1.862 -2.325
I 4.875 -3.427 -1.577
H -1.762 0.843 -2.758
H -1.843 -1.602 -1.741
H 1.914 -2.386 3.579
P 0.193 -0.460 -2.292
C 3.621 -1.905 -1.225
C 1.400 -0.948 -3.587
H -0.450 -2.725 -1.880
H 3.831 -1.236 3.206
Au -0.065 0.574 -0.156
H 2.399 0.248 3.973
H -4.843 1.275 -0.536
H -0.253 1.800 -2.787
H -0.672 0.778 -4.214
H -5.584 1.230 1.080
C -1.133 2.016 0.846
H 1.918 -1.893 -3.351
C -0.728 0.866 -3.121
H -1.214 -2.071 -3.364
C 1.576 0.412 3.282
H 0.628 0.182 3.771
H 2.659 -2.239 -0.816
H 2.123 -0.127 -3.753
C -3.746 3.669 0.662
C 1.320 -2.273 2.666
C -3.622 2.222 1.019
H -3.888 3.809 -0.420
H 0.250 -2.228 2.899
H -4.620 4.090 1.176
H 4.058 -1.753 1.511
P 1.857 -0.715 1.850
C -4.628 1.154 0.542
H -2.862 4.197 1.028
*
```

8.
DFT (ωB97M-V with the def2-TZVPD basis set) results for a cluster of 5 separate species, C38H56F3N2O11PS6 in total in a non-equilibrium geometry.

E   -5448.40963 hartree
HOMO   -0.2851 hartree
Structure (SMILES)   N=[PH2]c1c(CCCSC(=S)N2CCOCC2)cc2c(c1CCC(F)=C(F)F)C(=O)C=CC2=O.O=S1(=O)CCCC1.O=S1(=O)CCCC1.O=S1(=O)CCCC1.O=S1(=O)CCCC1
LUMO energy   -1.8 eV
HOMO-LUMO gap   6.0 eV

```
! RIJCOSX wB97M-V def2-TZVPD def2/J DEFGRID3
* xyz 0 1
H -1.262 6.128 -6.696
H -0.860 0.892 -8.693
O -1.920 -1.576 -9.135
C -1.360 0.600 -7.771
H 5.406 -0.996 0.123
C -2.669 4.017 -4.183
S 4.601 -1.619 5.333
H 6.892 -1.827 3.716
S -1.667 -1.160 -7.778
O -2.365 -2.156 0.606
H -0.596 4.957 2.960
O 1.647 -4.445 6.381
H -0.675 0.491 6.147
O -3.146 3.133 -0.335
H -4.190 1.142 -1.855
C 1.783 -1.818 -3.636
O -3.481 4.550 -6.632
O -1.560 2.937 -6.331
H -2.296 5.460 -2.603
C -2.481 3.935 2.423
C -1.842 6.189 -0.041
H 0.309 0.220 -2.403
H -2.172 4.140 5.328
C -3.103 1.985 0.064
H -3.763 -1.182 -1.456
H -0.529 4.123 1.300
H 1.640 -8.133 4.225
H 2.043 -2.656 -4.280
H 1.016 -6.933 6.976
C -0.222 -0.659 -2.779
O -0.680 -1.811 -6.948
C -1.646 6.054 1.333
H -0.156 5.093 -5.747
H -4.004 -1.471 -7.563
H 6.804 -2.012 1.937
C 1.866 -8.000 5.287
C -3.457 0.384 -6.551
H -0.726 0.825 -6.912
C 0.952 -6.939 5.886
H 2.597 -1.093 -3.623
N 0.201 3.457 5.145
H 1.126 -0.006 3.585
S 2.250 -2.210 3.598
C -2.635 -0.978 0.525
H -0.807 -2.609 -2.022
H -1.653 -1.587 2.995
H 4.011 -8.045 4.873
F -1.901 7.114 2.215
C 3.282 -5.998 4.996
C -1.168 5.495 -5.814
H 3.591 -0.841 0.219
C -2.238 2.403 2.552
O 1.009 -5.088 4.023
H -2.488 6.769 -4.675
H 0.532 -1.606 6.170
F -3.122 6.142 -0.563
H -3.166 -1.712 -6.007
P -1.322 3.000 5.292
C -1.160 4.733 2.009
S 1.621 -5.392 5.293
C -3.391 -0.441 -0.712
H -0.794 6.893 -4.188
H -2.848 4.319 3.415
F -0.834 6.391 -0.949
C 6.210 -1.686 2.844
H -1.490 2.324 6.538
C -2.304 0.064 1.638
H 3.586 -7.520 6.499
H 3.487 -5.906 3.929
C -1.811 5.085 -3.500
H 3.456 -2.966 1.354
H 1.740 -8.964 5.782
C -1.789 -0.486 2.883
C 4.049 -2.142 3.834
H -0.285 -1.476 -0.743
H -0.180 -1.911 -4.536
C 0.166 -1.308 5.144
H 2.086 -0.236 5.138
C -1.711 1.861 3.841
H -0.853 4.652 -3.199
H 3.990 -5.396 5.564
N 5.000 -2.535 2.855
H -0.161 -2.246 4.624
O 1.515 -3.851 -1.961
H -4.522 0.616 -6.503
S 1.543 -2.410 -1.961
O 4.697 0.031 1.765
H -0.086 -7.038 5.572
C 5.869 -0.148 2.572
C -1.479 0.398 4.028
H -3.281 4.195 1.681
H -2.432 3.017 -3.821
H -3.733 4.216 -4.053
C 3.291 -7.461 5.448
C -0.973 -0.245 5.352
C -3.228 -1.091 -6.900
O 2.407 -1.656 -1.081
H 5.159 -3.120 0.841
C -2.741 1.224 -7.612
H 6.732 0.273 1.965
C -0.123 -1.797 -1.770
H 0.260 4.478 5.078
C 4.511 -1.031 0.823
H -3.288 1.169 -8.558
H -3.030 0.600 -5.567
C 1.436 -0.745 4.377
C 0.460 -1.169 -4.053
C -3.626 0.885 -0.922
H -1.857 -0.801 5.792
H 0.626 -0.365 -4.772
H 5.757 0.399 3.543
H -2.675 2.274 -7.322
C 4.465 -2.486 1.475
C -1.567 6.200 -4.522
S -2.297 4.116 -5.933
C -2.544 1.517 1.422
H -1.260 -0.375 -2.962
*
```

9.
DFT (ωB97M-V with the def2-TZVPD basis set) results for a structure of composition C25H27As2CoN3.

E   -6986.54054 hartree
HOMO (spin up / spin down)   -0.6617 / -0.6617 hartree
LUMO energy (spin up / spin down)   -10.9 / -10.9 eV
HOMO-LUMO gap (spin up / spin down)   7.1 / 7.1 eV

```
! RIJCOSX wB97M-V def2-TZVPD def2/J DEFGRID3
* xyz 3 1
C -1.121 -1.003 -3.483
H -2.902 0.894 -1.240
C 3.282 0.320 2.532
N -0.050 -1.074 2.100
H -0.716 -0.724 -4.456
H -2.091 -2.022 -1.674
C 2.080 -0.119 2.018
C -4.040 -3.207 0.795
H 1.741 -0.402 4.841
C -1.237 -1.801 4.005
H 1.394 -2.640 -3.239
H -1.989 -0.381 -3.269
H 2.571 0.301 -1.205
H -3.551 -2.997 2.876
H -2.100 -2.273 4.452
H 3.456 0.312 3.598
C 1.275 1.715 -3.576
C 0.645 1.207 -2.446
C -2.643 1.495 -0.371
C 0.926 -0.750 4.223
H -4.207 -3.247 -1.352
H -2.818 2.549 -0.591
C 4.019 0.752 0.302
H 1.197 5.014 -2.791
H -0.259 -1.427 5.877
C 0.204 2.077 -1.451
C -0.420 2.387 1.591
C 1.038 3.949 -2.694
C -0.198 -1.329 4.801
C 2.789 0.301 -0.145
Co 0.021 -0.832 0.222
H -0.817 1.880 2.469
N 1.831 -0.140 0.680
H 5.223 1.108 2.046
As 0.283 -0.667 -2.194
C -3.624 -2.935 -0.497
H -0.932 3.342 1.473
C -3.249 -2.790 1.859
C 0.972 -0.641 2.845
H -4.965 -3.738 0.978
C -2.437 -2.250 -0.685
C 0.396 3.450 -1.567
C 4.273 0.763 1.662
H 1.961 3.484 -4.572
C 1.470 3.087 -3.694
H -1.399 -2.055 -3.510
C -1.129 -1.656 2.635
C -2.075 -2.117 1.600
H -3.240 1.191 0.487
H 4.757 1.087 -0.413
H 0.651 2.546 1.697
N -1.661 -1.849 0.332
H 2.530 -1.861 -2.122
As -0.768 1.336 0.022
H 2.211 -1.138 -3.720
H 1.613 1.063 -4.373
C 1.776 -1.684 -2.884
H 0.053 4.135 -0.801
*
```